No. 1
# C16H26AsBaI2N4O

A structure of composition C16H26AsBaI2N4O (ωB97M-V/def2-TZVPD, the Open Molecules 2025 dataset).

Element x y z (Å)
Ba  0.32  -0.64  -0.15
N  -1.21  0.46  2.08
C  -2.16  1.47  1.56
C  -1.42  2.55  0.78
N  -0.76  2.04  -0.43
C  -1.50  2.24  -1.69
C  -2.35  1.04  -2.09
N  -1.49  -0.12  -2.40
H  -1.72  -0.23  2.61
H  -0.59  0.91  2.74
H  -2.74  1.94  2.36
H  -2.88  0.96  0.91
H  -0.66  2.98  1.43
H  -2.12  3.36  0.54
H  0.14  2.51  -0.53
H  -0.78  2.43  -2.48
H  -2.14  3.13  -1.63
H  -2.98  1.33  -2.93
H  -3.01  0.76  -1.27
H  -0.93  0.11  -3.22
H  -2.07  -0.90  -2.68
I  4.33  2.28  -2.45
C  4.65  0.97  -0.87
C  5.95  0.78  -0.37
C  6.19  -0.07  0.67
I  8.15  -0.28  1.35
C  5.12  -0.77  1.27
C  5.25  -1.66  2.35
C  4.16  -2.30  2.87
C  2.91  -2.05  2.30
N  2.72  -1.23  1.29
C  3.81  -0.58  0.76
C  3.55  0.31  -0.35
O  2.34  0.47  -0.80
H  6.77  1.32  -0.83
H  6.24  -1.84  2.77
H  4.25  -2.99  3.70
H  2.02  -2.54  2.69
C  -0.90  -4.79  2.00
As  -1.35  -3.77  0.40
C  -3.30  -3.84  0.54
C  -1.10  -5.19  -0.92
H  -1.47  -5.72  2.02
H  -1.14  -4.20  2.89
H  0.16  -5.02  2.01
H  -3.62  -4.87  0.70
H  -3.76  -3.46  -0.37
H  -3.63  -3.23  1.38
H  -1.64  -6.08  -0.62
H  -0.04  -5.42  -1.02
H  -1.47  -4.86  -1.90

Output
* largest force on an atom: 0.154 eV/A
* energy relative to the best compared isomer or geometry (same formula, charge and spin): 1.5 kcal per mole
* charge: +1
* HOMO-LUMO gap: 6.97 eV


No. 2
# C16H26B2F12NO10P

A cluster of 5 separate species, C16H26B2F12NO10P in total in a non-equilibrium geometry (ωB97M-V/def2-TZVPD, the Open Molecules 2025 dataset).

Element x y z (Å)
C  0.74  -0.29  -1.05
C  1.92  -0.08  -0.13
O  1.49  -0.08  1.26
C  1.32  -1.26  1.81
O  1.50  -2.34  1.33
C  0.86  -1.09  3.28
F  -0.15  -0.21  3.38
F  1.88  -0.63  4.03
F  0.46  -2.25  3.79
H  -0.01  0.49  -0.92
H  1.07  -0.24  -2.09
H  0.28  -1.26  -0.87
H  2.38  0.89  -0.27
H  2.67  -0.86  -0.24
C  -1.00  4.87  -2.53
C  -1.31  4.08  -3.78
O  -0.10  3.88  -4.57
C  0.69  2.90  -4.18
O  0.53  2.15  -3.26
C  1.91  2.79  -5.12
F  2.47  3.98  -5.35
F  1.53  2.28  -6.30
F  2.83  1.98  -4.60
H  -0.54  5.82  -2.78
H  -1.93  5.07  -1.99
H  -0.34  4.31  -1.87
H  -1.97  4.62  -4.45
H  -1.73  3.10  -3.55
C  0.23  2.64  5.11
C  0.75  3.49  3.98
O  0.13  4.80  3.98
C  0.62  5.68  4.82
O  1.54  5.54  5.58
C  -0.13  7.03  4.68
F  -1.46  6.85  4.68
F  0.21  7.62  3.53
F  0.18  7.84  5.68
H  -0.85  2.54  5.05
H  0.67  1.64  5.03
H  0.50  3.05  6.08
H  0.49  3.07  3.01
H  1.83  3.63  4.04
C  2.22  -4.87  1.94
C  1.05  -5.70  2.40
O  -0.15  -5.34  1.66
C  -0.28  -5.87  0.47
O  0.42  -6.67  -0.08
C  -1.56  -5.31  -0.20
F  -1.61  -3.98  -0.09
F  -2.66  -5.82  0.37
F  -1.59  -5.61  -1.50
H  2.00  -3.81  2.04
H  3.09  -5.10  2.56
H  2.47  -5.09  0.90
H  0.78  -5.50  3.44
H  1.23  -6.77  2.27
N  -0.11  -3.14  -3.02
B  -1.21  -2.45  -3.59
O  -1.08  -1.08  -3.66
B  -2.60  -3.31  -4.03
P  -4.26  -2.76  -3.22
O  -4.31  -1.35  -2.74
H  -0.19  -4.12  -2.79
H  0.44  -2.67  -2.31
H  -1.89  -0.60  -3.84
H  -2.65  -4.21  -4.80
H  -5.27  -3.12  -4.14
H  -4.48  -3.79  -2.27

Output
* structure (SMILES): CCOC(=O)C(F)(F)F.CCOC(=O)C(F)(F)F.CCOC(=O)C(F)(F)F.CCOC(=O)C(F)(F)F.NB(O)B[PH2]=O
* largest force on an atom: 1.350 eV/A
* HOMO-LUMO gap: 8.96 eV


No. 3
# C16H26BaN3O9S2

A structure of composition C16H26BaN3O9S2 in a non-equilibrium geometry (ωB97M-V/def2-TZVPD, the Open Molecules 2025 dataset).

Element x y z (Å)
Ba  -0.34  0.29  2.50
N  -0.54  0.54  -0.73
O  -0.97  1.35  0.04
O  -0.10  -0.52  -0.23
O  -0.53  0.80  -1.88
O  -1.03  -5.83  0.11
S  -2.29  -5.19  0.51
O  -3.51  -5.49  -0.21
O  -2.53  -5.34  2.13
C  -3.77  -4.83  2.65
C  -3.80  -4.71  4.18
C  -2.02  -3.40  0.48
H  -4.59  -5.46  2.31
H  -3.91  -3.83  2.22
H  -4.60  -4.27  4.78
H  -2.89  -4.21  4.50
H  -3.62  -5.72  4.54
H  -1.64  -3.04  1.43
H  -3.03  -3.02  0.33
H  -1.31  -3.19  -0.32
O  3.72  5.24  0.89
S  2.58  4.62  1.61
O  2.70  4.18  2.98
O  1.31  5.58  1.68
C  0.92  6.24  0.46
C  0.94  7.71  0.85
C  1.84  3.38  0.45
H  -0.10  6.00  0.15
H  1.47  6.10  -0.47
H  1.84  8.08  1.35
H  0.13  7.91  1.56
H  0.65  8.24  -0.06
H  0.75  3.37  0.48
H  2.36  2.46  0.73
H  2.19  3.65  -0.54
N  0.34  0.92  -6.75
C  0.26  1.30  -5.46
C  0.75  2.52  -5.03
C  1.27  3.38  -5.94
C  1.29  3.09  -7.26
C  0.67  1.89  -7.67
H  -0.24  0.71  -4.71
H  0.87  2.73  -3.97
H  1.72  4.32  -5.65
H  1.64  3.81  -7.99
H  0.64  1.69  -8.73
N  0.60  -2.51  2.54
C  0.50  -3.43  3.57
C  1.02  -4.68  3.57
C  1.81  -5.01  2.50
C  1.97  -4.15  1.43
C  1.35  -2.88  1.42
H  -0.09  -3.29  4.47
H  0.84  -5.40  4.35
H  2.21  -6.01  2.49
H  2.71  -4.52  0.72
H  1.60  -2.17  0.64

Output
* largest force on an atom: 6.167 eV/A
* energy relative to the best compared isomer or geometry (same formula, charge and spin): 0.0 kcal per mole
* charge: +1
* HOMO-LUMO gap: 6.10 eV


No. 4
# C16H26ClN2O7P

A structure of composition C16H26ClN2O7P in a non-equilibrium geometry (ωB97M-V/def2-TZVPD, the Open Molecules 2025 dataset).

Element x y z (Å)
C  -0.50  -4.01  -3.29
O  -1.90  -3.71  -3.53
C  -2.24  -2.44  -2.92
C  -2.69  -2.68  -1.38
C  -2.41  -1.28  -0.61
O  -3.68  -0.77  -0.06
P  -3.20  0.32  1.17
O  -3.15  -0.42  2.53
O  -4.45  1.50  1.31
Cl  -4.27  2.21  2.84
O  -1.69  1.01  0.75
C  -0.78  0.85  1.88
C  0.67  1.51  1.65
C  0.84  2.35  0.30
C  -0.09  3.64  0.19
O  -1.11  3.62  -0.55
O  0.19  4.88  0.89
H  -0.13  -3.58  -2.30
H  0.19  -3.62  -4.12
H  -0.43  -5.15  -3.23
H  -1.33  -1.73  -2.96
H  -3.11  -1.90  -3.44
H  -1.98  -3.47  -0.95
H  -3.80  -2.97  -1.29
H  -1.73  -1.53  0.27
H  -1.99  -0.49  -1.32
H  -1.22  1.28  2.84
H  -0.62  -0.28  2.03
H  1.43  0.64  1.60
H  0.95  2.09  2.60
H  0.77  1.71  -0.66
H  1.93  2.74  0.30
H  0.51  5.47  0.16
N  3.71  4.57  -2.13
C  2.58  3.93  -2.58
C  2.96  3.00  -3.52
C  4.37  3.08  -3.64
C  4.80  4.05  -2.77
H  3.73  5.30  -1.44
H  1.61  4.20  -2.19
H  2.29  2.35  -4.06
H  4.99  2.48  -4.29
H  5.80  4.41  -2.56
N  0.30  -3.19  2.72
C  -0.64  -2.85  3.65
C  -0.14  -3.15  4.89
C  1.16  -3.69  4.70
C  1.41  -3.70  3.35
H  0.20  -3.08  1.72
H  -1.59  -2.42  3.35
H  -0.65  -3.00  5.83
H  1.84  -4.03  5.47
H  2.27  -4.02  2.79

Output
* largest force on an atom: 4.984 eV/A
* HOMO-LUMO gap: 7.70 eV


No. 5
# C16H26N2O4S

The molecule C16H26N2O4S in a non-equilibrium geometry (ωB97M-V/def2-TZVPD, the Open Molecules 2025 dataset).

Element x y z (Å)
C  3.95  -3.24  -3.48
C  2.98  -2.53  -2.54
O  3.41  -2.78  -1.22
C  2.69  -2.27  -0.19
C  1.55  -1.49  -0.33
C  0.89  -1.03  0.80
S  -0.58  -0.03  0.60
O  -1.71  -0.75  1.10
O  -0.31  1.28  1.13
N  -0.76  0.08  -1.06
C  -0.47  1.33  -1.73
C  -1.70  2.08  -2.26
N  -2.62  2.67  -1.31
C  -2.04  3.65  -0.41
C  -3.19  4.42  0.24
O  -4.05  3.57  0.95
C  -4.56  2.57  0.10
C  -3.44  1.75  -0.55
C  1.33  -1.32  2.08
C  0.58  -0.80  3.27
C  2.47  -2.09  2.20
C  3.16  -2.57  1.10
C  4.40  -3.41  1.24
H  3.95  -4.30  -3.27
H  4.95  -2.85  -3.33
H  3.65  -3.07  -4.51
H  1.96  -2.92  -2.68
H  2.97  -1.45  -2.74
H  1.15  -1.23  -1.29
H  -1.60  -0.38  -1.36
H  0.20  1.13  -2.58
H  0.07  1.95  -1.00
H  -2.28  1.40  -2.89
H  -1.34  2.90  -2.89
H  -1.42  4.34  -0.99
H  -1.43  3.18  0.37
H  -2.81  5.14  0.97
H  -3.75  4.95  -0.54
H  -5.19  1.93  0.73
H  -5.18  3.03  -0.69
H  -3.88  1.01  -1.23
H  -2.88  1.23  0.24
H  -0.45  -1.14  3.23
H  1.04  -1.15  4.19
H  0.57  0.28  3.26
H  2.84  -2.33  3.19
H  4.25  -4.37  0.76
H  4.64  -3.57  2.29
H  5.23  -2.92  0.75

Output
* structure (SMILES): CCOc1cc(S(=O)(=O)NCCN2CCOCC2)c(C)cc1C
* largest force on an atom: 1.098 eV/A
* energy relative to the best compared isomer or geometry (same formula, charge and spin): 68.8 kcal per mole
* HOMO-LUMO gap: 8.86 eV


No. 6
# C16H26N4O3

The molecule C16H26N4O3 in a non-equilibrium geometry (ωB97M-V/def2-TZVPD, the Open Molecules 2025 dataset).

Element x y z (Å)
C  -2.37  -1.92  -0.97
N  -1.80  -0.71  -1.52
C  -2.73  0.40  -1.64
C  -2.75  1.19  -0.38
C  -2.15  2.46  -0.14
C  -2.38  2.68  1.18
O  -3.05  1.64  1.70
N  -3.27  0.73  0.73
C  -0.49  -0.44  -1.73
O  -0.14  0.69  -2.07
C  0.54  -1.54  -1.60
C  1.19  -1.60  -0.18
C  0.40  -2.59  0.69
O  0.11  -3.70  0.27
N  0.06  -2.21  1.93
C  0.27  -0.89  2.48
C  0.36  0.09  1.31
N  1.39  -0.29  0.38
C  2.74  0.10  0.74
C  3.28  1.26  -0.12
C  2.38  2.48  0.02
C  4.69  1.59  0.36
C  3.31  0.85  -1.59
H  -2.86  -1.68  -0.01
H  -1.63  -2.69  -0.80
H  -3.13  -2.30  -1.65
H  -2.39  1.04  -2.46
H  -3.72  0.00  -1.86
H  -1.62  3.06  -0.85
H  -2.13  3.48  1.84
H  1.32  -1.30  -2.32
H  0.13  -2.53  -1.84
H  2.16  -2.09  -0.32
H  -0.42  -2.90  2.49
H  1.20  -0.87  3.07
H  -0.56  -0.63  3.14
H  -0.60  0.09  0.78
H  0.55  1.10  1.67
H  3.42  -0.75  0.63
H  2.78  0.40  1.79
H  2.31  2.80  1.06
H  2.78  3.31  -0.56
H  1.38  2.25  -0.35
H  4.69  1.89  1.41
H  5.11  2.42  -0.22
H  5.35  0.74  0.25
H  3.80  1.62  -2.19
H  2.30  0.72  -1.95
H  3.87  -0.08  -1.73

Output
* structure (SMILES): CN(Cc1ccon1)C(=O)C[C@@H]1C(=O)NCCN1CC(C)(C)C
* largest force on an atom: 1.176 eV/A
* energy relative to the best compared isomer or geometry (same formula, charge and spin): 65.5 kcal per mole
* HOMO-LUMO gap: 8.92 eV


No. 7
# C16H26N5OSe2V

A structure of composition C16H26N5OSe2V (ωB97M-V/def2-TZVPD, the Open Molecules 2025 dataset).

Element x y z (Å)
V  -0.33  -0.18  -0.30
C  -3.31  -1.92  1.05
Se  -2.39  -1.70  -0.64
C  -3.65  -0.48  -1.48
C  -3.78  0.84  -0.76
Se  -2.09  1.83  -0.81
C  -2.24  2.69  0.93
H  -4.34  -2.19  0.86
H  -3.26  -1.02  1.66
H  -2.82  -2.74  1.58
H  -4.62  -0.99  -1.53
H  -3.28  -0.37  -2.50
H  -4.05  0.72  0.29
H  -4.55  1.46  -1.24
H  -2.08  1.97  1.73
H  -3.22  3.15  1.02
H  -1.48  3.47  0.97
N  1.64  0.88  -0.06
C  2.32  1.57  -1.15
C  3.70  1.44  -1.27
C  4.36  2.05  -2.33
C  3.64  2.79  -3.26
C  2.27  2.92  -3.13
C  1.60  2.30  -2.07
H  1.46  1.54  0.70
H  2.29  0.20  0.33
H  4.26  0.86  -0.55
H  5.43  1.94  -2.43
H  4.15  3.25  -4.10
H  1.70  3.47  -3.86
H  0.53  2.37  -2.00
C  0.94  -3.22  3.94
N  0.61  -2.51  2.69
C  0.73  -3.29  1.47
C  0.16  -1.27  2.69
C  0.02  -0.48  3.95
O  -0.15  -0.69  1.61
H  1.23  -4.23  3.69
H  0.07  -3.27  4.60
H  1.77  -2.73  4.46
H  -0.08  -4.01  1.39
H  1.68  -3.83  1.49
H  0.71  -2.65  0.59
H  0.14  -1.05  4.86
H  -0.97  -0.02  3.95
H  0.75  0.32  3.94
N  0.01  -0.46  -2.23
C  0.28  -0.31  -3.37
N  0.49  -0.18  -4.60
C  1.46  0.56  -5.12
N  2.28  1.20  -5.63

Output
* largest force on an atom: 0.948 eV/A
* multiplicity: 2
* energy relative to the best compared isomer or geometry (same formula, charge and spin): 11.8 kcal per mole
* ⟨S²⟩: 0.757
* charge: +1
* HOMO-LUMO gap (spin up / spin down): 7.82 / 7.37 eV


No. 8
# C16H26NO2S2

The ion C16H26NO2S2 with charge +1 in a non-equilibrium geometry (ωB97M-V/def2-TZVPD, the Open Molecules 2025 dataset).

Element x y z (Å)
C  -4.21  -2.08  1.25
O  -3.74  -0.75  1.57
C  -2.51  -0.53  1.10
O  -1.89  -1.45  0.57
C  -2.01  0.88  1.33
C  -2.08  1.25  2.82
C  -0.76  1.92  3.19
C  0.17  1.81  1.98
N  -0.60  1.10  0.94
C  -0.15  1.13  -0.33
C  -0.02  -0.17  -1.10
C  -0.23  0.01  -2.62
C  0.43  1.27  -3.15
C  -0.15  2.51  -2.46
C  0.16  2.46  -0.96
H  -5.19  -2.15  1.72
H  -4.30  -2.21  0.17
H  -3.53  -2.83  1.64
H  -2.67  1.53  0.72
H  -2.94  1.91  2.95
H  -2.24  0.34  3.43
H  -0.93  2.98  3.43
H  -0.30  1.45  4.07
H  0.50  2.81  1.65
H  1.09  1.25  2.22
H  -0.81  -0.85  -0.75
H  0.13  -0.89  -3.16
H  -1.32  0.06  -2.78
H  1.51  1.25  -2.95
H  0.29  1.33  -4.23
H  0.27  3.44  -2.90
H  -1.23  2.56  -2.61
H  -0.40  3.25  -0.44
H  1.25  2.69  -0.84
C  3.75  -2.87  -0.21
C  3.31  -1.78  0.76
S  1.51  -1.58  0.90
C  1.23  -0.86  -0.76
S  1.26  -2.60  -1.37
C  3.06  -2.64  -1.55
H  4.85  -2.84  -0.34
H  3.47  -3.85  0.18
H  3.61  -2.00  1.79
H  3.70  -0.80  0.46
H  2.11  -0.28  -1.08
H  3.38  -1.69  -2.00
H  3.18  -3.47  -2.26

Output
* largest force on an atom: 3.835 eV/A
* energy relative to the best compared isomer or geometry (same formula, charge and spin): 0.0 kcal per mole
* charge: +1
* HOMO-LUMO gap: 4.61 eV